Formula: C52H82F21N7O24S7
Source: the OMol25 dataset
Level of theory: wB97M-V/def2-TZVPD

Structure (XYZ):
```
193
C52H82F21N7O24S7 wB97M-V/def2-TZVPD
C 2.7905 10.4383 -1.3140
H 0.8616 9.5958 -1.1796
N -10.4351 -5.7862 3.2074
C -11.6732 -6.5343 3.3315
H 2.7207 0.2164 -4.9976
H -1.3324 5.2368 -0.4981
H -1.1090 -0.4651 -4.9786
C 1.8916 9.4841 -0.8748
C -8.0693 -4.4374 2.8622
C -0.7056 3.7952 -4.6101
C 0.3907 6.5941 -0.4621
F 3.5852 3.2076 2.0004
N -1.6506 1.5604 -5.7069
H 5.1358 -9.5720 1.3995
C 1.2079 1.1203 -0.3831
N 4.3838 -7.5565 2.0616
H -0.9275 2.3737 -7.6190
O 4.3296 -6.0842 -0.7416
H 2.4044 -7.3611 2.5786
F 1.2043 -3.2331 3.8057
F -0.8380 -1.2873 -2.9903
H 0.2189 -1.2081 -7.1911
O 4.3070 1.7566 -2.5366
F 0.5100 -5.1135 4.2081
O -1.7773 -3.2232 4.5824
H -2.0979 4.0237 1.5771
H 4.1227 -1.9342 1.6394
C -1.4357 -2.4977 -2.9603
O 3.7760 2.9953 -4.4636
H 6.1801 10.9585 -1.3208
C 5.2593 -8.5201 1.1421
H 2.5082 11.3436 -1.8309
H -8.4725 -3.9268 5.0607
S 6.4757 -3.5636 4.2426
O -2.3630 -4.6940 2.8148
O -3.7550 -1.2181 -3.7002
H 0.2699 4.1208 -4.2488
C -0.4864 2.3203 -4.8904
O 7.9067 -3.1937 4.5176
H -0.9150 4.2544 -5.5762
C -6.9435 -3.4445 2.7021
H -12.4939 -5.8243 3.4337
C -0.2036 1.6109 -0.9446
H -4.1329 0.5345 -6.1895
H 0.6717 -1.2849 -1.1908
H -2.4054 5.4921 2.6205
H -2.3782 0.3392 -0.0586
S 5.7530 -2.6147 -1.7956
H 2.4775 1.1324 3.0073
H 0.6203 -2.2009 0.3685
H -3.0336 -0.8242 3.1312
H 5.9287 -7.5086 3.5888
H 2.8296 -9.0605 2.1047
O 1.1570 0.3919 -6.4396
F -0.9718 -3.2266 -1.9802
F 3.9602 -3.4850 -3.6717
C 3.6483 8.1431 -0.0674
F 5.2354 -1.1745 5.0799
C -4.9096 -2.4158 3.6239
H 3.1636 -0.7399 -0.3951
H 2.8050 -7.8786 0.8336
C -1.8919 2.2857 -7.1187
C -6.7219 -2.6919 1.5556
H -4.0146 -2.5094 4.2211
O 5.5099 1.7358 3.1841
H 0.9432 1.5346 3.7127
H 0.3888 2.2975 -5.5398
C 2.7313 -0.5483 0.5870
C 3.0767 -1.6282 1.6583
C 4.6349 -6.0296 1.7374
H 1.2384 -0.5354 -4.5016
O 6.5550 -1.9551 -2.8636
O -7.1810 1.8086 0.7092
H 6.2820 -8.1504 1.2167
H 4.9441 -8.4627 0.1002
C 5.1739 -2.5201 5.3191
O 6.9156 3.6763 2.7716
H 4.3813 -5.5482 2.6818
C 3.9160 -2.8032 -2.5290
C 2.9747 -7.9991 1.9036
H 5.2018 -5.6997 -0.8555
H -4.1959 0.2150 2.0588
O -1.0071 1.8723 0.1217
H -10.3722 -6.0859 1.1566
O 5.6593 -1.7889 -0.5785
C 0.4128 -4.1041 3.3255
H 4.9178 -8.9286 3.6688
C 4.6091 9.1047 -0.4185
O -6.5806 2.5882 -1.5323
H -8.1885 -5.0226 0.8497
H -0.1780 0.2524 -7.8904
F 5.4440 -2.6937 6.5918
C 1.8535 -0.3244 -5.3764
H 5.7006 -5.9133 1.5402
H -2.4145 3.2387 -7.0365
C -0.0713 -0.1976 -6.9034
H -6.0474 -3.8063 4.6257
H 2.8963 -5.6359 0.5823
F -6.0287 4.8793 0.6365
H -0.6583 -0.9542 -0.0946
H 4.9361 11.6889 -2.3583
C -5.6818 -1.7546 1.4908
C -8.5507 -5.1791 1.8550
F 3.3846 3.8749 -0.8766
H 2.4852 -2.5228 1.4638
S -1.4647 -3.5376 3.2216
H -0.0276 6.2845 3.3784
O -1.4951 -2.4101 2.3253
C -2.3385 1.4273 -0.0090
C -8.7044 -4.4921 4.1702
C -2.9265 1.7009 -4.8159
N 4.1496 10.2497 -1.0300
C 1.0481 7.2382 1.7394
O -3.9860 -3.5298 -2.9102
H -10.5141 -5.1457 5.1688
H 5.6675 9.0717 -0.2062
S 3.2779 2.6476 -3.1301
C -9.9337 -5.1149 4.2585
H -0.3513 0.4289 1.8080
F 3.3937 -1.5367 -2.7121
N -4.8425 -1.6347 2.5047
C -5.2385 3.7936 0.4908
H -7.4829 -2.7581 0.7920
H 4.9811 12.1357 -0.6517
H 0.3828 6.8115 -1.5200
C 5.1528 11.3212 -1.3554
O 6.2555 -3.9986 -1.5306
O -5.0330 1.1696 -0.2535
F 4.4788 5.0855 2.2914
C -5.9794 -3.2852 3.6822
H -5.0464 1.3481 -4.9779
S -3.3399 -2.2292 -2.6746
C -4.1703 1.4610 -5.6166
C 0.1612 6.3088 2.3153
S -6.1179 2.1695 -0.2139
O -3.4279 -1.7728 -1.2838
F 3.8557 -2.9530 5.0188
H 1.3394 2.3187 2.3479
H 1.8036 0.8942 -1.2675
H -2.7762 0.9895 -4.0038
O 6.2035 -4.9681 4.5946
F -4.2337 4.0849 -0.2983
S 5.7554 3.0833 3.4936
H -1.1809 4.2444 2.9633
H -2.3891 1.6201 -7.8243
H -5.5257 -1.0476 0.6894
C 2.2561 8.3061 -0.2127
H -1.4689 4.1322 -3.9087
C -0.5901 5.7096 0.1279
C 0.3854 -1.2654 -0.1392
H 3.1179 0.4109 0.9316
H 4.0475 -4.3905 0.7307
H -0.6201 0.9233 -1.6806
C 1.2313 7.3753 0.3802
H -2.8813 2.6887 -4.3571
O 6.1893 -3.2880 2.8365
F 4.2780 5.0783 -2.5151
C 3.2616 4.2512 -2.1348
O 1.8954 2.0913 -3.0861
F 0.9162 -4.5354 2.1649
H 1.5394 1.9739 0.2081
H -4.4821 2.2308 -6.3225
N -0.6008 5.5689 1.4901
H 4.0113 7.2043 0.3240
N 1.2162 -0.1310 0.5604
H -0.0995 2.6143 -1.3575
H -0.3175 1.7046 -4.0069
C -9.8224 -5.7113 2.0074
C -1.2429 0.0395 -5.9354
H -11.8737 -7.0335 2.3835
H 2.3123 -1.2088 -5.8184
F -1.1940 -3.1815 -4.1192
H -2.1089 -0.4587 -6.3712
C 1.4311 1.3150 2.7630
F 3.3492 4.2731 3.8593
H 0.7149 -0.8102 2.5638
C -1.6664 4.8241 2.1783
H -3.1196 -0.9908 1.3988
H -2.8290 1.7323 0.9154
C 4.9039 -7.8581 3.4637
C 4.1559 3.9795 2.8841
O 5.7961 3.3068 4.9463
H -11.5153 -7.2707 4.1195
F 2.1530 4.9661 -2.1978
C 0.6767 0.1119 1.9837
C -3.7081 -0.7344 2.2797
F 3.1449 -3.4531 -1.6359
H 4.2858 -7.3890 4.2292
C 3.9695 -5.4566 0.5173
H -2.8423 1.8907 -0.8572
F -4.7300 3.4882 1.7502
H 2.8668 -1.2551 2.6608
H 1.6695 7.7503 2.4590
```

Summary:
total charge: -1
<S²>: 0.769
LUMO level (alpha / beta): -2.841 / -2.841 eV
electronic energy: -9103.80360 Ha
2S+1: 2

Results of the Löwdin charge analysis, in e, for atoms 1 through 99: atom 1 (C): 0.0364, atom 2 (H): 0.1333, atom 3 (N): -0.1734, atom 4 (C): -0.0233, atom 5 (H): 0.0824, atom 6 (H): 0.1487, atom 7 (H): 0.0981, atom 8 (C): 0.0289, atom 9 (C): -0.1882, atom 10 (C): -0.0706, atom 11 (C): 0.0742, atom 12 (F): 0.1165, atom 13 (N): -0.1519, atom 14 (H): 0.0906, atom 15 (C): -0.0373, atom 16 (N): -0.2964, atom 17 (H): 0.0908, atom 18 (O): -0.0560, atom 19 (H): 0.1120, atom 20 (F): 0.1770, atom 21 (F): 0.0672, atom 22 (H): 0.1324, atom 23 (O): -0.2983, atom 24 (F): 0.1020, atom 25 (O): -0.3428, atom 26 (H): 0.0849, atom 27 (H): 0.0735, atom 28 (C): -0.6265, atom 29 (O): -0.3437, atom 30 (H): 0.1058, atom 31 (C): 0.0235, atom 32 (H): 0.1436, atom 33 (H): 0.1068, atom 34 (S): 0.5143, atom 35 (O): -0.3689, atom 36 (O): -0.3778, atom 37 (H): 0.0734, atom 38 (C): -0.1368, atom 39 (O): -0.3671, atom 40 (H): 0.0715, atom 41 (C): -0.1411, atom 42 (H): 0.0946, atom 43 (C): -0.2164, atom 44 (H): 0.0801, atom 45 (H): 0.0853, atom 46 (H): 0.1203, atom 47 (H): 0.0669, atom 48 (S): 0.5462, atom 49 (H): 0.0704, atom 50 (H): 0.0947, atom 51 (H): 0.0948, atom 52 (H): 0.1011, atom 53 (H): 0.1034, atom 54 (O): -0.2241, atom 55 (F): 0.1572, atom 56 (F): 0.1240, atom 57 (C): 0.0809, atom 58 (F): 0.0961, atom 59 (C): 0.0313, atom 60 (H): 0.1060, atom 61 (H): 0.1030, atom 62 (C): 0.0206, atom 63 (C): 0.0517, atom 64 (H): 0.1160, atom 65 (O): -0.3035, atom 66 (H): 0.0715, atom 67 (H): 0.1157, atom 68 (C): -0.0981, atom 69 (C): -0.0288, atom 70 (C): -0.0613, atom 71 (H): 0.0732, atom 72 (O): -0.3654, atom 73 (O): -0.3386, atom 74 (H): 0.1046, atom 75 (H): 0.0883, atom 76 (C): -0.5470, atom 77 (O): -0.3697, atom 78 (H): 0.1244, atom 79 (C): -0.5793, atom 80 (C): -0.0039, atom 81 (H): 0.0442, atom 82 (H): 0.0900, atom 83 (O): -0.2249, atom 84 (H): 0.1144, atom 85 (O): -0.3333, atom 86 (C): -0.6852, atom 87 (H): 0.0930, atom 88 (C): 0.0660, atom 89 (O): -0.3439, atom 90 (H): 0.1238, atom 91 (H): 0.1107, atom 92 (F): 0.1289, atom 93 (C): -0.0538, atom 94 (H): 0.1413, atom 95 (H): 0.0920, atom 96 (C): -0.1769, atom 97 (H): 0.1200, atom 98 (H): 0.1045, atom 99 (F): 0.1056

Formula: C52H94F6N16O4P
Source: the OMol25 dataset
Level of theory: wB97M-V/def2-TZVPD

Structure (XYZ):
```
173
C52H94F6N16O4P wB97M-V/def2-TZVPD
H -4.2779 -2.6772 5.0317
C 3.4371 -6.6886 -3.5342
H 5.1354 -1.1819 -3.8864
C 2.3477 -1.7732 0.1409
H 0.2588 2.1331 -8.4947
H 0.1666 -2.6014 -1.3164
H 2.2307 -5.8371 -5.0138
H 2.1783 1.4319 -7.0612
H 1.7514 -7.4770 -4.5602
C 0.1289 2.2995 -2.3173
C -4.1096 -7.1975 4.6466
C -2.8681 -5.2363 3.7065
H -0.8859 4.8078 0.5659
H -5.2566 0.2460 -5.3401
F -2.4774 -0.5979 1.1304
H 4.2247 -7.1356 -4.1409
H 2.6093 -1.2141 1.0392
N 1.0905 -5.9670 -3.2282
N -4.3345 -0.6452 -2.2683
H 2.7883 -5.1587 7.7024
N 0.4228 2.8044 -3.6875
H -1.4576 -3.0911 -2.0092
N -3.8839 0.9119 -3.8247
H 1.6740 7.9438 -4.9478
C 3.9273 1.2261 0.7754
H -3.9727 6.7149 3.7807
H 1.6419 2.6555 -9.4255
H 0.7030 6.5694 -4.2270
H 5.7188 -4.2919 -1.8335
C 0.7841 -4.6088 -2.9478
C -5.1775 -0.8924 -3.3256
H -3.2384 -8.8432 5.6549
C 2.3008 4.9052 -0.6123
H -1.1276 -3.4076 -0.3274
H 3.7182 1.7236 -0.1717
H -0.6767 4.6331 -3.9152
H -3.3208 4.5118 1.1251
F -0.4864 -1.2262 1.3026
N 3.5183 -2.1780 -0.6257
H 0.9738 -3.7767 -3.6096
C -0.6560 -3.3165 -1.3058
H 0.4423 5.2024 1.6388
N -0.0207 -4.5618 -1.7902
C 2.8275 5.8141 -1.5014
C 4.8269 1.9635 1.6520
C -3.9989 -3.6459 4.6440
H -2.2443 7.8079 2.4508
H 2.9372 1.0745 1.2053
N -3.6143 4.7310 3.2541
C 0.1756 4.6376 0.7455
H -5.7273 1.6991 1.1068
H 0.7878 2.6694 3.1690
H -5.6084 -5.0466 5.3181
F -1.0438 0.4458 2.6278
H 4.6743 -3.8380 -4.7108
H -2.3255 6.2804 1.4403
F -1.6707 1.7649 0.9429
H 2.5825 -4.6877 5.9521
H 4.4192 0.3409 0.3722
H -4.5249 -0.5043 -0.1728
H 1.7908 -2.9963 8.3375
H 0.0464 4.4806 -6.5184
C 2.7903 -4.3528 6.9684
F -1.0255 0.0655 -0.6554
H 1.7246 -2.5897 0.5059
C 0.4268 -1.2887 6.3768
H -2.3369 6.0854 4.3884
H -2.1351 -5.7532 3.1049
C 1.9227 7.7384 -2.8597
H -3.9637 4.0503 5.2682
H 6.0379 -3.2422 -5.4308
O 5.9529 1.4945 2.0333
H 0.4958 2.9371 -1.5129
H 1.6692 -0.5829 2.7772
H -0.9431 2.2046 -2.1447
C 4.0378 -1.5657 -1.7683
H -2.1294 -7.9369 4.9607
H -5.3052 -1.8886 -0.9133
C -3.9980 3.7772 4.2239
H -0.9950 -3.3110 3.3639
C 0.5552 -6.7080 -2.1972
H -4.2027 2.7467 -4.4028
C 5.1615 -3.4540 -1.4415
H 1.6951 -1.2074 -0.5240
H -4.4447 2.3771 0.1080
H -5.8806 -1.7117 -3.3517
C -4.6732 -4.8410 4.8186
O 4.4746 3.1409 1.7439
N -4.3715 2.8748 2.1543
C 2.3374 -2.0464 5.3506
O -0.9261 3.9730 5.7017
P -1.1013 0.2739 1.0153
H -2.2236 -2.4723 2.4067
H -0.2296 6.9083 -0.8309
H -5.0945 -7.4956 5.0060
H 3.3338 -0.7697 3.4682
N 1.7461 -0.9554 4.7211
C 5.6369 -2.0795 -3.5248
H -2.6169 2.6104 -3.7222
C 0.0298 3.2283 3.7178
H 1.6877 1.1742 -4.4076
N 4.9974 -2.3532 -2.2632
H -2.4551 2.9447 -6.1630
C 0.6360 -0.5199 5.3278
N -2.9301 -3.8488 3.8685
H 0.6943 -3.9743 7.2745
C -2.0132 -2.9221 3.3770
C -0.0715 -5.8427 -1.2627
O 0.9660 2.8213 5.8702
C 1.6364 7.1321 -4.2212
N 1.1220 2.7423 -5.8631
C 4.1950 -3.3906 -0.4224
H -4.1542 1.0287 1.3316
C -2.7565 1.9808 -5.7531
H 3.7642 5.6662 -2.0183
H 3.5808 -0.7527 -2.3129
C 1.6229 -3.4076 7.3421
H 3.9368 -4.1609 0.2892
F 0.4907 0.8369 0.9728
C -3.7086 4.0635 2.0279
H 1.1924 8.5093 -2.6139
H 0.2958 3.5817 0.9883
H 0.7616 3.8235 -8.4352
H 0.6511 -7.7826 -2.2456
H -0.4045 -6.1948 -0.2975
C 5.6396 -3.4160 -4.4312
C -3.6763 0.5314 -2.4996
H 6.6832 -1.8121 -3.3772
C -4.6688 1.9585 1.0891
C -3.0783 6.1217 3.5902
H 2.4626 0.7287 3.6417
C -3.3225 2.1041 -4.3809
H 6.1902 -4.2293 -3.9584
C -0.0937 3.8729 -4.4138
H -0.4118 -1.4492 7.0382
H -3.5694 -1.9413 -0.7872
N -3.9235 -5.8258 4.3219
C 0.0045 3.3180 5.2101
C -4.4108 -1.2664 -0.9437
C 0.7314 6.4347 -0.9673
C 1.1237 2.7962 -8.4769
H 3.3016 -7.4810 -2.7981
C -3.0379 -7.7779 5.5415
C 2.0943 -6.5174 -4.1732
C 1.1832 2.1007 -4.6388
H -4.0465 -7.6854 3.6739
H -3.4018 1.6197 -6.5540
H 3.1925 -2.5618 4.9390
N 1.8277 6.7693 -1.7817
C -2.2314 6.7181 2.4341
H 3.7351 -3.8198 7.0752
N 1.0548 5.3192 -0.2579
H 2.8272 2.9779 -7.1962
H -1.8741 1.3411 -5.7674
N 1.4278 -2.3396 6.3827
C -4.4303 2.6392 3.5012
H -4.7726 1.6640 3.8145
H 0.0455 4.2038 3.2317
H 0.4293 1.2584 -2.1989
H -2.1131 -2.0526 4.0268
C 0.2032 3.8174 -5.6805
H 3.8983 -5.7964 -3.1107
H 2.8842 8.2385 -2.7431
H -2.9411 1.0027 -1.8642
H -0.8530 2.6290 3.4951
C 2.3362 -0.3534 3.6081
H -1.1909 6.4730 2.6471
C -4.9351 0.0980 -4.3197
H -2.9824 -7.2811 6.5101
H 0.2283 0.4233 4.9953
H 2.7430 4.0616 -0.1031
C 1.8644 2.4747 -7.1068
H 2.4299 6.3940 -4.3379
```

Summary:
total charge: +5
LUMO level: -10.582 eV
electronic energy: -4153.61053 Ha

Results of the Löwdin charge analysis, in e, for atoms 1 through 99: atom 1 (H): 0.1484, atom 2 (C): -0.0670, atom 3 (H): 0.1181, atom 4 (C): -0.0273, atom 5 (H): 0.0743, atom 6 (H): 0.0681, atom 7 (H): 0.1277, atom 8 (H): 0.1193, atom 9 (H): 0.1453, atom 10 (C): 0.0261, atom 11 (C): -0.1846, atom 12 (C): 0.0384, atom 13 (H): 0.0716, atom 14 (H): 0.1419, atom 15 (F): -0.1848, atom 16 (H): 0.1057, atom 17 (H): 0.0659, atom 18 (N): -0.0267, atom 19 (N): -0.0826, atom 20 (H): 0.0941, atom 21 (N): -0.0299, atom 22 (H): 0.0987, atom 23 (N): -0.0430, atom 24 (H): 0.1020, atom 25 (C): -0.0909, atom 26 (H): 0.1344, atom 27 (H): 0.1003, atom 28 (H): 0.0507, atom 29 (H): 0.1301, atom 30 (C): 0.0559, atom 31 (C): 0.0294, atom 32 (H): 0.0987, atom 33 (C): -0.0162, atom 34 (H): 0.0969, atom 35 (H): 0.0509, atom 36 (H): 0.1408, atom 37 (H): 0.1268, atom 38 (F): -0.2081, atom 39 (N): -0.0627, atom 40 (H): 0.1499, atom 41 (C): 0.0115, atom 42 (H): 0.0936, atom 43 (N): -0.0889, atom 44 (C): 0.0335, atom 45 (C): -0.8164, atom 46 (C): -0.0033, atom 47 (H): 0.0965, atom 48 (H): 0.0378, atom 49 (N): 0.0092, atom 50 (C): 0.0125, atom 51 (H): 0.1120, atom 52 (H): 0.0558, atom 53 (H): 0.1569, atom 54 (F): -0.1557, atom 55 (H): 0.0537, atom 56 (H): 0.0332, atom 57 (F): -0.1231, atom 58 (H): 0.0715, atom 59 (H): 0.0493, atom 60 (H): 0.0752, atom 61 (H): 0.1421, atom 62 (H): 0.1472, atom 63 (C): -0.0604, atom 64 (F): -0.2048, atom 65 (H): 0.0899, atom 66 (C): 0.0381, atom 67 (H): 0.1281, atom 68 (H): 0.1585, atom 69 (C): -0.1766, atom 70 (H): 0.1462, atom 71 (H): 0.0866, atom 72 (O): -0.0652, atom 73 (H): 0.0814, atom 74 (H): 0.0640, atom 75 (H): 0.0621, atom 76 (C): 0.0133, atom 77 (H): 0.0789, atom 78 (H): 0.1119, atom 79 (C): 0.0610, atom 80 (H): 0.1121, atom 81 (C): 0.0156, atom 82 (H): 0.1485, atom 83 (C): 0.0226, atom 84 (H): 0.0771, atom 85 (H): 0.0974, atom 86 (H): 0.1450, atom 87 (C): 0.0126, atom 88 (O): -0.0542, atom 89 (N): -0.1023, atom 90 (C): 0.0817, atom 91 (O): -0.0578, atom 92 (P): 0.3017, atom 93 (H): 0.0713, atom 94 (H): 0.1587, atom 95 (H): 0.1490, atom 96 (H): 0.1153, atom 97 (N): -0.1050, atom 98 (C): -0.1056, atom 99 (H): 0.1059

The lowest total charge belongs to which entry? C52H82F21N7O24S7

The highest electronic energy belongs to which entry? C52H94F6N16O4P